Entry 1:
Entry from the Open Molecules 2025 dataset: the ion C5H13N2O with charge +1 in a non-equilibrium geometry (ωB97M-V/def2-TZVPD).

Summary:
total charge	+1
SMILES	CC[C@H]([NH3+])C(=O)NC
energy relative to the best compared isomer or geometry (same formula, charge and spin)	0.925	eV
E_LUMO	-3.288	eV
HOMO-LUMO gap	10.66	eV

Each atom is followed by the atoms it is bonded to, with distances in Å.
Atoms and positions in Å:
1 C -1.72085 1.63721 -0.58839  C2 1.541, H9 1.094, H10 1.088, H11 1.090
2 C -0.28728 1.24491 -0.18008  C1 1.541, C3 1.534, H12 1.088, H13 1.094
3 C -0.25603 -0.16876 0.41354  C2 1.534, N4 1.519, C5 1.522, H14 1.083
4 N -1.06555 -0.15546 1.69864  C3 1.519, H15 1.023, H16 1.024, H17 1.022
5 C 1.12278 -0.63210 0.86085  C3 1.522, O6 1.216, N7 1.349
6 O 1.45197 -0.43083 2.01422  C5 1.216
7 N 1.91801 -1.16998 -0.08733  C5 1.349, C8 1.439, H18 0.998
8 C 1.52497 -1.46408 -1.44000  N7 1.439, H19 1.104, H20 1.089, H21 1.091
9 H -1.60307 2.32687 -1.42916  C1 1.094
10 H -2.36211 0.85604 -0.99209  C1 1.088
11 H -2.21242 2.20329 0.20274  C1 1.090
12 H 0.18764 2.02942 0.40547  C2 1.088
13 H 0.35030 1.20300 -1.06856  C2 1.094
14 H -0.74441 -0.85634 -0.26564  C3 1.083
15 H -2.05762 0.05876 1.57355  N4 1.023
16 H -0.66121 0.53350 2.33926  N4 1.024
17 H -0.85992 -1.02981 2.18547  N4 1.022
18 H 2.89501 -1.31917 0.04846  N7 0.998
19 H 1.14625 -2.48866 -1.60122  C8 1.104
20 H 0.81752 -0.87542 -2.02174  C8 1.089
21 H 2.41602 -1.50241 -2.06796  C8 1.091

Entry 2:
Entry from the Open Molecules 2025 dataset: the ion C5H13N2O with charge +2 in a non-equilibrium geometry (ωB97M-V/def2-TZVPD).

Summary:
total charge	+2
energy relative to the best compared isomer or geometry (same formula, charge and spin)	3.424	eV
multiplicity	2
E_LUMO (alpha / beta)	-8.452 / -13.323	eV
HOMO-LUMO gap (alpha / beta)	11.06 / 6.19	eV

Each atom is followed by the atoms it is bonded to, with distances in Å.
Atoms and positions in Å:
1 O -1.25891 -0.46571 0.81729  C2 1.231
2 C -1.08213 0.57751 0.18840  O1 1.231, N3 1.368, C5 1.520
3 N -2.00558 1.58009 0.07222  C2 1.368, C4 1.456, H9 1.063
4 C -1.83855 2.72029 -0.81807  N3 1.456, H10 1.081, H11 1.176, H12 1.120
5 C 0.23409 0.51883 -0.56933  C2 1.520, N6 1.750, H13 1.119, H14 1.152
6 N 0.92839 -1.08727 -0.60171  C5 1.750, C7 1.466, H15 1.050, H16 1.029
7 C 1.94460 -1.13016 0.45368  N6 1.466, C8 1.542, H17 1.094, H18 1.068
8 C 2.59436 -2.50850 0.69215  C7 1.542, H19 1.154, H20 1.010, H21 1.089
9 H -2.92846 1.33922 0.54117  N3 1.063
10 H -0.80302 2.88294 -1.08360  C4 1.081
11 H -2.64214 2.63878 -1.67262  C4 1.176
12 H -2.06200 3.55821 -0.10932  C4 1.120
13 H 0.20031 0.62684 -1.68236  C5 1.119
14 H 1.09858 1.03787 -0.01273  C5 1.152
15 H 1.28032 -1.11239 -1.59078  N6 1.050
16 H 0.24004 -1.84885 -0.52775  N6 1.029
17 H 2.78248 -0.48499 0.17506  C7 1.094
18 H 1.38994 -1.06392 1.36338  C7 1.068
19 H 1.68180 -3.10062 1.07793  C8 1.154
20 H 3.39116 -2.37088 1.29720  C8 1.010
21 H 2.86844 -2.89405 -0.28841  C8 1.089

Entry 3:
Entry from the Open Molecules 2025 dataset: the ion C5H13N2O2 with charge +1 in a non-equilibrium geometry (ωB97M-V/def2-TZVPD).

Summary:
total charge	+1
SMILES	C[C@@](N)(C=[NH2+])[C@@H](O)CO
energy relative to the best compared isomer or geometry (same formula, charge and spin)	2.475	eV
E_LUMO	-3.994	eV
HOMO-LUMO gap	9.84	eV

Each atom is followed by the atoms it is bonded to, with distances in Å.
Atoms and positions in Å:
1 C -1.74690 1.08511 -0.84335  C2 1.531, H10 1.097, H11 1.114, H12 1.125
2 C -0.85348 0.32699 0.14172  C1 1.531, N3 1.412, C4 1.417, C6 1.745
3 N -1.19583 0.49483 1.50115  C2 1.412, H13 0.973, H14 1.063
4 C -0.94072 -1.03185 -0.24960  C2 1.417, N5 1.256, H15 1.095
5 N -1.23274 -1.93892 0.56820  C4 1.256, H16 1.084, H17 1.086
6 C 0.83627 0.66130 -0.13777  C2 1.745, O7 1.393, C8 1.574, H18 1.027
7 O 1.28121 1.28648 1.02437  C6 1.393, H19 0.980
8 C 1.82709 -0.47552 -0.58913  C6 1.574, O9 1.430, H20 1.138, H21 1.059
9 O 3.12013 0.08035 -0.33584  C8 1.430, H22 0.970
10 H -2.56632 0.49535 -1.27229  C1 1.097
11 H -0.99257 1.46394 -1.57056  C1 1.114
12 H -2.15951 2.02859 -0.39110  C1 1.125
13 H -1.99934 1.03532 1.40172  N3 0.973
14 H -0.48705 0.94935 2.14936  N3 1.063
15 H -0.73777 -1.27526 -1.29817  C4 1.095
16 H -1.05241 -2.94578 0.21014  N5 1.084
17 H -1.30828 -1.71924 1.62937  N5 1.086
18 H 0.76459 1.32315 -0.91914  C6 1.027
19 H 2.21096 0.98408 1.09299  O7 0.980
20 H 1.61319 -0.87281 -1.63373  C8 1.138
21 H 1.83394 -1.34758 0.01146  C8 1.059
22 H 3.78555 -0.60789 -0.48980  O9 0.970